Computed, not measured: a structure of composition C53H54GeN9O5STi, with ωB97M-V/def2-TZVPD.

```
124
Properties=species:S:1:pos:R:3:lowdin_charge:R:1
Ti -0.289 0.651 0.265 1.05
N -3.230 -1.228 2.977 0.14
C -2.455 -0.970 1.887 -0.07
N -1.711 0.098 1.770 0.00
C -1.677 1.009 2.810 -0.32
N -1.018 2.132 2.634 0.12
N -0.461 2.210 1.430 -0.23
C 0.160 3.307 1.035 -0.11
C 0.582 3.313 -0.305 -0.28
C 1.138 4.443 -0.945 -0.02
C 1.302 4.448 -2.303 -0.08
C 0.917 3.308 -3.025 -0.08
C 0.457 2.209 -2.330 -0.16
N 0.318 2.167 -1.008 -0.03
C -2.399 0.753 4.037 -0.10
C -2.353 1.602 5.140 -0.01
C -3.120 1.324 6.259 -0.06
C -3.938 0.202 6.290 -0.07
C -3.981 -0.665 5.209 -0.01
C -3.212 -0.396 4.085 -0.19
H -3.789 -2.067 3.016 0.16
H -2.470 -1.695 1.085 0.15
H 0.237 4.173 1.681 0.12
H 1.405 5.294 -0.340 0.11
H 1.690 5.320 -2.806 0.10
H 0.978 3.288 -4.102 0.09
H 0.148 1.322 -2.877 0.09
H -1.719 2.471 5.078 0.12
H -3.088 1.992 7.104 0.11
H -4.548 0.001 7.157 0.11
H -4.609 -1.544 5.231 0.11
N 0.809 -0.724 -1.398 0.07
C -0.284 -1.476 -2.023 -0.24
C 0.112 -2.047 -3.398 -0.12
C -0.905 -3.036 -4.001 -0.15
C -1.368 -2.628 -5.405 -0.16
N -2.011 -1.337 -5.289 0.07
C -1.718 -0.211 -5.910 -0.44
N -1.148 -0.183 -7.130 0.20
N -2.019 0.931 -5.290 0.22
C -1.520 -0.528 -1.973 -0.49
O -2.365 -0.455 -2.892 0.02
O -1.601 0.126 -0.903 -0.12
H 1.349 -0.208 -2.091 0.09
H 1.466 -1.347 -0.931 0.07
H -0.533 -2.311 -1.350 0.16
H 1.065 -2.565 -3.274 0.12
H 0.291 -1.220 -4.090 0.12
H -1.782 -3.090 -3.356 0.12
H -0.475 -4.035 -4.062 0.11
H -2.083 -3.364 -5.788 0.13
H -0.513 -2.578 -6.083 0.12
H -2.344 -1.161 -4.307 0.10
H -1.084 -1.031 -7.667 0.12
H -1.124 0.682 -7.643 0.12
H -2.325 0.878 -4.318 0.10
H -1.849 1.831 -5.705 0.13
O 1.476 0.587 1.168 -0.05
C 1.184 -0.517 1.702 -0.66
O 0.348 -1.271 1.154 -0.05
C 1.853 -0.925 2.991 -0.15
C 2.535 -2.270 2.802 -0.23
Ge 3.900 -2.253 1.328 1.08
C 5.643 -2.484 2.224 -0.28
C 6.726 -1.653 1.970 -0.10
C 7.921 -1.824 2.646 -0.08
C 8.049 -2.835 3.584 -0.08
C 6.980 -3.681 3.836 -0.08
C 5.788 -3.502 3.160 -0.13
C 3.604 -3.806 0.136 -0.27
C 2.391 -4.011 -0.512 -0.12
C 2.242 -5.039 -1.425 -0.10
C 3.301 -5.895 -1.683 -0.09
C 4.501 -5.725 -1.014 -0.07
C 4.651 -4.682 -0.120 -0.09
C 4.037 -0.651 0.162 -0.27
C 4.253 0.609 0.703 -0.12
C 4.482 1.703 -0.114 -0.06
C 4.515 1.545 -1.489 -0.08
C 4.308 0.294 -2.042 -0.09
C 4.067 -0.795 -1.221 -0.13
H 1.088 -0.981 3.771 0.13
H 2.570 -0.153 3.263 0.12
H 1.782 -3.028 2.591 0.07
H 3.044 -2.552 3.723 0.07
H 6.622 -0.866 1.234 0.09
H 8.751 -1.165 2.441 0.10
H 8.980 -2.964 4.117 0.10
H 7.079 -4.474 4.563 0.10
H 4.955 -4.168 3.356 0.10
H 1.550 -3.367 -0.276 0.08
H 1.298 -5.180 -1.935 0.09
H 3.193 -6.697 -2.399 0.10
H 5.323 -6.403 -1.190 0.11
H 5.589 -4.538 0.399 0.10
H 4.260 0.737 1.776 0.11
H 4.661 2.675 0.322 0.11
H 4.727 2.391 -2.128 0.11
H 4.363 0.159 -3.115 0.10
H 3.930 -1.778 -1.657 0.10
O -2.337 2.796 -0.788 -0.47
S -3.073 2.290 0.383 1.01
C -4.676 1.730 -0.265 -0.33
C -4.908 1.812 -1.624 -0.07
C -6.088 1.313 -2.148 -0.07
C -7.026 0.732 -1.306 -0.08
C -6.786 0.651 0.057 -0.08
C -5.604 1.147 0.582 -0.08
C -3.746 3.782 1.187 -0.33
C -3.715 4.983 0.504 -0.06
C -4.109 6.143 1.149 -0.07
C -4.523 6.094 2.470 -0.08
C -4.549 4.887 3.150 -0.07
C -4.155 3.724 2.507 -0.08
H -4.147 2.257 -2.249 0.10
H -6.277 1.374 -3.211 0.10
H -7.944 0.336 -1.716 0.10
H -7.516 0.196 0.713 0.11
H -5.400 1.085 1.641 0.10
H -3.359 4.992 -0.516 0.11
H -4.079 7.084 0.619 0.11
H -4.808 7.009 2.967 0.10
H -4.856 4.849 4.184 0.11
H -4.144 2.785 3.039 0.09
```

Output
ΔE to the lowest compared entry with this formula, charge and spin = 33.70 kcal/mol
Electronic energy = -6245.5906 Eh
M = 1049.62 g mol⁻¹
Net charge = +1
E_HOMO (spin up / spin down) = -7.228 / -7.244 eV